No. 1
This record from OMol25 describes a structure of composition C19H30N5SSbSn. The level of theory is wB97M-V/def2-TZVPD.

## Properties
orbital gap: 0.2671 Eh
charge: +2

XYZ file:
```
57
Properties=species:S:1:pos:R:3:forces:R:3
Sn 0.070 0.071 0.297 -0.04 0.10 -0.22
C -3.352 -3.237 2.017 -0.06 -0.01 0.36
N -3.213 -2.803 0.634 0.00 0.19 -0.21
C -3.619 -3.512 -0.477 0.08 -0.11 -0.16
C -3.346 -2.761 -1.559 -0.15 -0.04 0.00
N -2.800 -1.565 -1.101 -0.04 -0.18 0.12
C -2.710 -1.621 0.254 0.04 -0.04 0.00
S -2.182 -0.416 1.350 -0.05 0.16 0.10
C -2.377 -0.538 -1.977 0.09 0.17 -0.12
C -3.119 -0.290 -3.121 -0.06 -0.02 0.03
C -2.635 0.614 -4.051 0.07 0.02 0.04
C -1.432 1.258 -3.803 -0.08 -0.01 -0.03
C -0.785 0.992 -2.615 0.08 0.06 0.00
N -1.239 0.109 -1.713 0.11 0.12 0.24
H -3.638 -4.284 2.032 0.02 -0.01 -0.07
H -4.117 -2.649 2.522 -0.02 -0.01 -0.06
H -2.412 -3.102 2.548 0.03 -0.02 -0.08
H -4.048 -4.497 -0.417 -0.01 0.02 0.08
H -3.493 -2.972 -2.602 0.05 0.04 0.00
H -4.068 -0.784 -3.276 0.02 -0.04 0.02
H -3.192 0.814 -4.956 -0.01 -0.01 0.01
H -1.014 1.960 -4.510 0.04 0.00 0.03
H 0.145 1.489 -2.361 -0.02 0.02 -0.04
C -1.484 5.798 0.228 -0.10 0.19 -0.15
N -0.902 4.529 0.650 -0.05 -0.10 -0.04
C -0.156 4.307 1.777 0.15 -0.09 0.10
C 0.187 2.991 1.759 0.00 0.01 0.01
N -0.349 2.406 0.634 -0.20 -0.19 -0.21
C -1.000 3.367 -0.008 0.05 -0.13 0.05
H -1.345 6.535 1.013 0.02 -0.04 0.04
H -2.548 5.678 0.042 0.00 -0.03 0.05
H -0.999 6.155 -0.679 0.05 -0.02 0.04
H 0.076 5.085 2.482 -0.05 0.02 -0.04
H 0.770 2.431 2.472 0.02 0.06 0.01
H -1.540 3.244 -0.933 -0.04 0.08 0.03
C -0.369 -4.864 -2.966 0.03 -0.05 0.04
C 0.021 -4.932 -1.494 0.03 0.30 0.05
Sb 0.581 -2.993 -0.701 0.24 -0.43 0.10
C 1.179 -3.526 1.320 -0.05 0.05 -0.24
C 1.723 -4.936 1.524 -0.04 0.07 0.02
C 2.486 -2.700 -1.689 -0.20 -0.07 0.09
C 3.402 -3.918 -1.729 -0.03 0.07 -0.03
H -0.675 -5.850 -3.318 0.00 0.02 -0.04
H 0.468 -4.541 -3.587 -0.02 0.02 -0.01
H -1.202 -4.178 -3.137 0.02 0.00 -0.01
H 0.874 -5.594 -1.345 -0.01 0.00 0.07
H -0.803 -5.303 -0.882 0.03 0.00 0.03
H 0.289 -3.371 1.935 0.02 0.04 0.01
H 1.911 -2.773 1.626 -0.01 -0.01 0.01
H 1.000 -5.691 1.217 0.03 -0.03 -0.01
H 1.942 -5.099 2.581 0.00 -0.04 -0.01
H 2.645 -5.098 0.970 -0.01 -0.05 -0.02
H 2.969 -1.864 -1.179 -0.03 0.01 0.00
H 2.246 -2.365 -2.700 0.00 0.04 0.01
H 3.693 -4.235 -0.730 0.01 -0.04 -0.01
H 4.315 -3.676 -2.275 0.00 -0.03 0.00
H 2.930 -4.758 -2.239 0.03 -0.03 0.03
```
Forces are in eV/Å.

Löwdin atomic charge list, values in e, 5 entries: Sn 0.962; C 0.004; N -0.093; C 0.005; C -0.013

No. 2
This record from OMol25 describes a structure of composition C19H30N6O6S2SiW in a non-equilibrium geometry. The level of theory is wB97M-V/def2-TZVPD.

## Properties
orbital gap (alpha / beta): 0.2426 / 0.1741 Eh
energy relative to the best compared isomer or geometry (same formula, charge and spin): 225.86 kJ/mol
multiplicity: 3

XYZ file:
```
65
Properties=species:S:1:pos:R:3:forces:R:3
W 0.697 0.463 0.217 0.21 -0.89 -2.53
O 0.616 -0.269 2.043 -0.38 -0.05 0.98
N 0.110 0.691 2.940 0.62 -0.52 0.31
C -0.610 0.158 3.975 -0.41 0.02 0.33
C -0.338 0.517 5.278 -0.08 0.06 -0.13
C 0.676 1.421 5.605 0.02 0.03 0.04
C 1.406 1.979 4.535 -0.05 0.04 0.07
C 1.126 1.609 3.248 0.37 0.37 -0.04
S 1.928 2.154 1.839 -0.20 -0.41 -0.09
H -1.402 -0.512 3.676 0.01 -0.01 0.04
H -0.947 0.078 6.059 0.01 -0.01 -0.03
H 0.885 1.690 6.629 0.00 0.00 -0.05
H 2.176 2.723 4.701 -0.05 -0.05 0.00
C -0.634 3.936 1.475 0.09 -0.02 -0.06
C -0.488 3.684 0.002 -0.09 -0.12 0.32
C -0.776 4.654 -0.923 -0.04 0.19 -0.22
C -0.680 4.343 -2.290 -0.04 0.11 0.10
C -0.397 3.071 -2.700 0.01 -0.17 0.01
C -0.186 2.077 -1.709 -0.40 -0.01 -0.06
N -0.133 2.452 -0.403 0.55 -0.14 -0.14
N -0.042 0.751 -1.832 0.21 0.61 0.23
Si 0.337 -0.007 -3.365 -0.28 -0.17 0.04
C 0.488 -1.851 -3.180 0.05 -0.30 0.10
C 1.881 0.685 -4.137 0.19 0.11 -0.07
C -1.075 0.236 -4.583 -0.19 0.07 -0.08
H -1.264 4.807 1.647 -0.02 0.00 -0.03
H 0.334 4.130 1.943 -0.06 0.05 -0.01
H -1.081 3.067 1.958 -0.03 -0.01 0.02
H -1.072 5.640 -0.589 0.01 -0.06 -0.04
H -0.860 5.116 -3.030 0.01 -0.04 0.05
H -0.351 2.813 -3.746 -0.01 0.00 -0.01
H 1.484 -2.133 -2.825 -0.16 0.00 -0.02
H 0.317 -2.330 -4.151 0.06 0.06 0.10
H -0.263 -2.221 -2.472 0.08 0.07 -0.18
H 2.763 0.319 -3.608 -0.02 0.04 -0.03
H 1.899 1.779 -4.093 0.02 -0.07 -0.03
H 1.950 0.385 -5.189 0.01 0.03 0.10
H -2.054 0.057 -4.123 0.15 0.01 -0.07
H -0.949 -0.496 -5.391 -0.04 0.11 0.08
H -1.100 1.225 -5.046 -0.02 -0.05 0.03
N -2.701 -0.887 -1.383 0.18 0.10 0.06
N -3.189 -0.596 -0.111 0.03 -0.09 -0.03
C -2.503 0.165 0.817 -0.16 0.13 0.52
O -3.100 0.532 1.824 -0.03 -0.14 -0.17
O -1.269 0.446 0.591 0.11 0.00 -0.37
H -3.071 -0.256 -2.080 -0.05 0.05 -0.05
H -2.924 -1.840 -1.625 -0.02 -0.10 -0.02
H -4.183 -0.567 0.031 -0.16 0.01 0.06
O 0.094 -1.633 -0.118 -0.07 0.32 0.27
S 1.027 -2.852 -0.080 0.30 0.16 0.13
C -0.138 -4.199 0.148 -0.16 -0.01 -0.21
C 0.660 -5.252 0.893 0.07 0.00 0.08
C 1.367 -4.527 2.051 -0.06 -0.04 -0.08
C 1.684 -3.091 1.607 0.03 -0.01 -0.09
H -0.497 -4.527 -0.827 -0.03 0.04 0.02
H -0.964 -3.779 0.727 0.03 -0.06 0.01
H 1.399 -5.696 0.219 -0.03 0.00 0.01
H 0.015 -6.056 1.242 0.01 -0.01 0.00
H 2.275 -5.056 2.336 0.00 0.01 0.03
H 0.719 -4.503 2.927 -0.02 0.01 -0.03
H 2.744 -2.857 1.564 -0.02 0.00 -0.04
H 1.195 -2.330 2.204 -0.03 0.10 0.11
O 2.301 1.221 -0.758 0.34 -0.01 -0.15
N 2.225 -0.137 -0.930 -0.38 0.37 0.61
O 2.462 -0.612 0.345 0.02 0.33 0.26
```
Forces are in eV/Å.

Löwdin atomic charge list, values in e, 5 entries: W 1.743; O -0.371; N -0.169; C -0.041; C -0.053

No. 3
This record from OMol25 describes a structure of composition C19H31AlN4SSb in a non-equilibrium geometry. The level of theory is wB97M-V/def2-TZVPD.

## Properties
orbital gap: 0.2997 Eh
charge: +3
energy relative to the best compared isomer or geometry (same formula, charge and spin): 0.00 kJ/mol

XYZ file:
```
57
Properties=species:S:1:pos:R:3:forces:R:3
Al 0.381 0.110 0.196 0.18 0.36 0.32
C 2.611 1.335 1.711 0.19 0.96 0.07
C 2.489 -0.058 2.313 -0.95 0.48 -0.21
N 1.849 -0.933 1.282 -0.61 0.08 0.44
C 2.774 -1.670 0.413 0.11 -0.33 0.01
C 3.343 -0.841 -0.707 0.00 0.77 -0.97
S 2.061 0.232 -1.551 0.42 -0.12 0.21
C 2.620 1.961 -1.208 0.34 -0.43 0.54
C 1.727 2.656 -0.196 0.40 0.10 0.66
N 1.366 1.760 0.953 0.46 0.08 -0.11
H 3.460 1.477 1.031 -0.19 -0.49 0.31
H 2.769 2.081 2.496 0.10 -0.21 0.04
H 1.844 -0.043 3.218 0.22 0.02 -0.63
H 3.453 -0.420 2.647 0.29 -0.21 -0.11
H 1.311 -1.634 1.782 0.07 -0.14 0.14
H 2.204 -2.479 -0.069 0.25 0.03 0.50
H 3.583 -2.077 1.035 -0.12 -0.18 -0.42
H 3.716 -1.505 -1.483 0.09 0.00 -0.05
H 4.148 -0.154 -0.472 0.17 -0.07 0.35
H 2.592 2.534 -2.112 0.00 0.06 -0.74
H 3.681 1.876 -0.925 -0.45 0.17 -0.04
H 0.805 2.982 -0.653 -0.30 0.00 -0.19
H 2.175 3.571 0.212 0.30 -0.20 -0.26
H 0.909 2.410 1.587 -0.53 -0.37 0.01
C -0.543 -3.642 -1.721 -0.49 -0.43 0.58
C -1.400 -4.207 -0.769 0.28 0.10 -0.05
C -1.749 -3.437 0.324 -0.43 -0.09 0.84
C -1.244 -2.151 0.470 -0.02 -0.22 -0.11
N -0.399 -1.616 -0.428 0.26 -0.59 -0.21
C -0.061 -2.377 -1.502 0.68 0.78 -0.44
C -1.597 -1.283 1.611 0.64 1.07 0.16
C -2.573 -1.587 2.502 -1.83 -0.53 1.08
C -2.989 -0.660 3.463 0.81 0.54 -0.02
C -2.335 0.566 3.513 -0.18 0.32 0.00
C -1.300 0.832 2.618 -0.84 -0.38 0.36
N -0.930 -0.085 1.706 0.05 -0.01 -0.89
H -0.246 -4.227 -2.572 0.19 0.06 -0.31
H -1.739 -5.239 -0.848 -0.02 0.28 -0.11
H -2.390 -3.837 1.122 0.33 0.08 -0.60
H 0.669 -1.946 -2.212 -0.60 -0.15 0.45
H -3.157 -2.509 2.467 0.43 0.17 -0.20
H -3.789 -0.854 4.169 0.00 -0.21 -0.21
H -2.667 1.354 4.195 0.23 -0.36 -0.16
H -0.875 1.841 2.659 0.26 -0.63 -0.34
C -2.495 3.184 -1.583 0.79 0.12 1.58
Sb -1.328 1.396 -1.734 -0.28 0.56 0.23
C -0.697 1.822 -3.695 0.43 0.76 0.43
C -2.858 0.013 -2.098 -0.01 -1.18 1.12
H -2.748 3.473 -2.585 -0.41 -0.01 -0.43
H -1.875 3.998 -1.144 -0.53 -0.53 -0.21
H -3.354 2.972 -0.926 0.23 0.32 -0.48
H -1.583 1.860 -4.291 -0.70 0.00 -0.38
H -0.054 1.082 -4.088 0.76 -0.80 -0.47
H -0.211 2.803 -3.756 -0.06 -0.21 0.15
H -3.653 0.541 -2.604 -0.22 -0.18 -0.30
H -3.233 -0.389 -1.121 0.15 0.49 -0.77
H -2.467 -0.862 -2.640 -0.31 0.49 -0.15
```
Forces are in eV/Å.

Löwdin atomic charge list, values in e, 5 entries: Al -0.025; C -0.106; C -0.093; N -0.082; C -0.199

Number 1: E -50831.4823 eV. Number 2: E -72785.7216 eV. Number 3: E -50114.5774 eV.